16
Properties=species:S:1:pos:R:3:forces:R:3 method="wB97M-V/def2-TZVPD" smiles="CC(=O)/N=C1/CCN1" spin_multiplicity=1 de_lowest_ev=2.657 total_energy_ha=-379.9905 e_homo_ev=-9.2 homo_lumo_gap_ev=10.01
O -1.7901 -1.3869 -0.4670 0.216 -2.687 -0.982
N -0.6954 0.5537 -0.0707 3.758 -0.530 0.025
N 1.3503 -1.1421 0.0920 -3.968 -0.764 -0.045
C 0.5175 0.0423 -0.0229 -0.202 -0.811 0.105
C -1.7878 -0.2369 -0.1758 -1.783 0.493 1.271
C -3.0232 0.4972 0.2923 -2.604 -0.897 -1.826
C 1.7683 0.8375 -0.0591 0.828 2.172 -2.517
C 2.5689 -0.4973 -0.0304 0.433 1.866 -3.068
H 3.1003 -0.5057 0.8468 2.157 -0.567 1.749
H -2.6711 1.5393 0.2160 -1.109 -0.168 1.326
H -3.4848 -0.0766 1.1652 1.228 1.601 -0.330
H -3.9862 0.3607 -0.4087 2.431 0.305 0.813
H 1.8030 1.4237 -1.0756 0.093 -1.047 1.867
H 3.0820 -0.8296 -1.0113 -0.166 0.915 1.751
H 1.9189 1.5762 0.7443 -0.024 -0.477 -0.231
H 1.3293 -2.1557 -0.0351 -1.288 0.597 0.093